The following is a quantum chemistry calculation of C4H9N3O2 in the gas phase at a distorted geometry, from the Open Molecules 2025 dataset.

Values from the calculation:
- Calculated total energy: -472.53184 Ha
- Maximum force: 6.38 eV/Å
- Energy relative to the best compared isomer or geometry (same formula, charge and spin): 1.681 eV
- HOMO level: -0.3635 Ha
- Kohn-Sham gap: 10.28 eV

```
! wB97M-V def2-TZVPD RIJCOSX def2/J DEFGRID3
* xyz 0 1
C -1.76 -0.90 1.19
C -1.58 -0.18 -0.20
C -0.65 1.01 -0.10
C 1.83 -0.08 0.10
H -2.32 -0.19 1.96
H -2.59 -1.54 0.86
H -0.83 -1.29 1.66
H -2.62 0.31 -0.51
H -1.28 -0.64 -2.13
H -1.84 -1.90 -1.28
H 1.17 1.83 0.31
H 1.80 -2.21 0.14
H 0.15 -1.48 -0.04
N -1.15 -1.13 -1.16
N 0.80 0.98 0.18
N 1.25 -1.37 0.22
O -1.21 2.14 -0.08
O 3.09 0.19 -0.11
*
```

The following is a quantum chemistry calculation of 2 unconnected molecules or ions with the total composition C4H6OS at a distorted geometry, from the Open Molecules 2025 dataset.

Values from the calculation:
- Calculated total energy: -629.28425 Ha
- Maximum force: 4.78 eV/Å
- Energy relative to the best compared isomer or geometry (same formula, charge and spin): 4.433 eV
- HOMO level: -0.3551 Ha
- Kohn-Sham gap: 9.14 eV

```
! wB97M-V def2-TZVPD RIJCOSX def2/J DEFGRID3
* xyz 0 1
C 1.43 -2.22 0.89
C 1.38 -1.18 0.32
C -3.12 1.05 0.58
C 1.39 0.11 -0.31
O -3.14 -1.05 -0.93
S -2.60 -0.55 0.29
H 1.40 -3.24 1.31
H -2.57 1.36 1.45
H -3.32 1.58 -0.34
H 0.44 0.34 -0.77
H 2.03 -0.07 -1.26
H 1.83 0.87 0.22
*
```

The following is a quantum chemistry calculation of a molecular structure, C25H35N7OS2Si2W, from the Open Molecules 2025 dataset.

Values from the calculation:
- Calculated total energy: -2874.80677 Ha
- Maximum force: 0.46 eV/Å
- Energy relative to the best compared isomer or geometry (same formula, charge and spin): 0.000 eV
- HOMO level (alpha / beta): -0.2268 / -0.2492 Ha
- Kohn-Sham gap (alpha / beta): 6.05 / 6.37 eV

```
! wB97M-V def2-TZVPD RIJCOSX def2/J DEFGRID3
* xyz 0 1
W -0.24 -0.17 -0.09
C -3.04 -3.43 0.95
C -2.03 -2.33 0.98
N -1.98 -1.39 0.03
N -3.00 -1.53 -0.90
C -2.92 -0.72 -1.88
N -3.84 -0.77 -2.89
S -1.62 0.43 -2.00
C -1.14 -2.12 2.04
C -1.12 -2.84 3.25
C -0.36 -2.40 4.29
C 0.39 -1.21 4.14
C 0.37 -0.57 2.94
N -0.34 -1.01 1.87
H -3.07 -3.90 -0.04
H -4.04 -3.05 1.14
H -2.81 -4.19 1.69
H -4.69 -1.28 -2.69
H -3.95 0.05 -3.46
H -1.73 -3.73 3.35
H -0.34 -2.94 5.23
H 0.98 -0.80 4.95
H 0.94 0.33 2.78
C -1.36 2.45 3.63
Si -1.82 2.03 1.86
C -2.64 3.46 0.98
C -3.13 0.70 2.01
N -0.42 1.56 0.85
C 0.43 2.60 0.42
C 0.63 3.80 1.09
C 1.40 4.81 0.54
C 1.97 4.61 -0.72
C 1.79 3.42 -1.39
C 1.04 2.38 -0.83
N 0.82 1.13 -1.39
Si 1.57 0.72 -2.94
C 1.24 -1.05 -3.46
C 0.91 1.82 -4.31
C 3.44 0.84 -2.84
H -2.29 2.61 4.19
H -0.75 3.34 3.76
H -0.85 1.61 4.11
H -3.57 3.73 1.49
H -2.89 3.15 -0.04
H -2.01 4.35 0.91
H -3.96 1.17 2.55
H -2.81 -0.16 2.59
H -3.51 0.36 1.05
H 0.18 3.95 2.06
H 1.55 5.74 1.07
H 2.56 5.40 -1.17
H 2.25 3.30 -2.36
H 0.21 -1.36 -3.36
H 1.89 -1.75 -2.93
H 1.52 -1.10 -4.52
H -0.14 1.57 -4.51
H 1.47 1.64 -5.23
H 0.96 2.89 -4.09
H 3.79 0.24 -2.00
H 3.83 1.85 -2.71
H 3.87 0.43 -3.76
O 0.34 -2.14 -0.73
N 1.55 -2.68 -0.62
C 1.70 -3.91 -1.14
C 2.91 -4.56 -1.07
C 3.98 -3.91 -0.44
C 3.80 -2.65 0.08
C 2.55 -2.00 -0.01
S 2.26 -0.43 0.56
H 0.81 -4.31 -1.60
H 3.01 -5.55 -1.49
H 4.94 -4.39 -0.37
H 4.60 -2.12 0.56
*
```

The following is a quantum chemistry calculation of 11 unconnected molecules or ions with the total composition C46H124N10O14 at a distorted geometry, from the Open Molecules 2025 dataset.

Values from the calculation:
- Calculated total energy: -3427.39251 Ha
- Maximum force: 4.34 eV/Å
- Energy relative to the best compared isomer or geometry (same formula, charge and spin): 6.857 eV
- HOMO level: -0.3304 Ha
- Kohn-Sham gap: 9.55 eV

```
! wB97M-V def2-TZVPD RIJCOSX def2/J DEFGRID3
* xyz 0 1
C -0.86 2.27 -3.18
O -0.46 0.94 -2.80
C 0.60 0.40 -3.54
C 0.81 -1.04 -3.04
N 1.12 -1.03 -1.58
C 1.34 -2.43 -1.07
C 1.30 -2.27 0.45
O -0.08 -2.22 0.95
C -0.11 -1.85 2.24
H -1.03 2.29 -4.26
H -0.02 2.92 -2.92
H -1.78 2.56 -2.69
H 1.57 0.84 -3.30
H 0.55 0.36 -4.62
H 1.79 -1.35 -3.41
H -0.03 -1.63 -3.39
H 0.25 -0.67 -1.21
H 2.30 -2.80 -1.43
H 0.62 -3.18 -1.39
H 1.92 -1.40 0.66
H 1.69 -3.20 0.87
H 0.55 -1.04 2.58
H 0.29 -2.74 2.73
H -1.14 -1.71 2.55
C 2.47 1.28 3.26
O 3.88 1.64 3.07
C 4.18 3.04 3.16
C 3.82 3.77 1.87
N 3.80 5.22 2.07
C 5.22 5.71 2.14
C 5.70 6.42 0.88
O 5.82 5.51 -0.27
C 6.67 6.06 -1.16
H 2.41 0.19 3.37
H 1.67 1.59 2.59
H 2.23 1.48 4.30
H 5.26 3.07 3.34
H 3.56 3.56 3.90
H 2.81 3.44 1.64
H 4.50 3.41 1.09
H 3.37 5.63 1.25
H 5.97 4.99 2.49
H 5.24 6.50 2.89
H 6.59 6.99 1.15
H 4.99 7.10 0.43
H 6.92 5.16 -1.73
H 7.46 6.69 -0.77
H 6.11 6.76 -1.78
C 4.85 -5.37 -4.51
C 4.56 -3.89 -4.93
O 3.20 -3.46 -4.64
O 4.50 -5.46 -3.12
H 5.82 -5.77 -4.79
H 4.34 -6.13 -5.10
H 4.65 -3.77 -6.01
H 5.13 -3.38 -4.16
H 3.14 -3.56 -3.69
H 3.57 -5.69 -3.18
C -6.02 -3.80 6.88
C -5.77 -3.80 5.39
C -4.58 -4.52 4.84
O -4.45 -4.32 3.41
C -3.15 -4.72 2.85
N -6.84 -4.60 4.87
H -5.98 -4.85 7.19
H -6.96 -3.29 7.07
H -5.35 -3.18 7.47
H -5.81 -2.78 5.01
H -4.56 -5.58 5.08
H -3.64 -4.22 5.31
H -2.76 -5.69 3.15
H -2.42 -3.95 3.09
H -3.36 -4.47 1.81
H -6.47 -5.23 4.18
H -7.05 -5.19 5.66
C -1.63 1.56 2.04
C -0.96 2.90 2.55
C -1.96 4.12 2.52
O -3.04 3.84 3.40
C -4.18 4.66 3.35
N -0.32 2.71 3.91
H -0.81 0.85 1.96
H -2.08 1.80 1.08
H -2.47 1.30 2.69
H -0.08 3.10 1.94
H -2.33 4.27 1.51
H -1.37 4.96 2.87
H -4.92 4.07 3.89
H -4.61 4.84 2.36
H -4.01 5.55 3.95
H 0.11 3.62 4.03
H -1.08 2.67 4.57
C 5.14 -2.06 -1.59
C 6.55 -1.49 -2.06
C 6.33 -0.02 -2.46
O 7.53 0.73 -2.28
C 7.24 2.11 -2.69
N 7.38 -1.65 -0.94
H 4.54 -1.48 -0.89
H 5.36 -3.04 -1.16
H 4.48 -2.33 -2.42
H 7.01 -1.99 -2.92
H 5.64 0.41 -1.75
H 6.04 0.09 -3.51
H 7.98 2.70 -2.15
H 6.33 2.53 -2.26
H 7.25 2.35 -3.75
H 8.06 -0.91 -1.05
H 6.91 -1.39 -0.08
C -4.22 4.04 -0.75
C -5.29 3.13 -1.43
C -6.71 3.90 -1.61
O -7.93 3.20 -1.44
C -9.01 4.11 -1.31
N -4.80 2.55 -2.62
H -4.21 4.97 -1.31
H -3.27 3.52 -0.78
H -4.50 4.37 0.26
H -5.42 2.40 -0.63
H -6.61 4.55 -2.48
H -6.76 4.76 -0.94
H -9.90 3.48 -1.40
H -9.06 4.74 -2.20
H -8.86 4.62 -0.36
H -4.11 1.89 -2.29
H -5.59 2.02 -2.95
C 2.55 -4.51 4.05
C 2.34 -3.33 4.95
C 1.99 -3.67 6.43
O 0.88 -4.64 6.52
C -0.34 -4.28 5.84
N 3.57 -2.48 4.98
H 2.59 -4.28 2.98
H 1.75 -5.25 3.96
H 3.48 -5.06 4.19
H 1.63 -2.65 4.48
H 1.62 -2.76 6.91
H 2.80 -3.99 7.07
H -1.00 -4.29 6.71
H -0.63 -5.05 5.13
H -0.28 -3.30 5.36
H 4.15 -2.51 4.15
H 4.17 -2.94 5.64
C -1.61 6.24 -2.39
C -0.71 6.90 -1.29
C 0.81 6.81 -1.60
O 1.28 5.47 -1.78
C 2.62 5.16 -1.56
N -1.11 8.27 -1.07
H -2.66 6.30 -2.09
H -1.29 5.21 -2.53
H -1.52 6.73 -3.36
H -0.88 6.35 -0.37
H 1.34 7.26 -0.76
H 1.15 7.37 -2.48
H 2.83 5.21 -0.49
H 3.20 5.83 -2.19
H 2.87 4.12 -1.72
H -0.54 8.81 -1.70
H -2.00 8.23 -1.54
C -6.97 -2.59 -2.52
C -6.52 -1.12 -2.04
C -5.00 -1.08 -2.16
O -4.34 -2.00 -1.38
C -2.90 -1.72 -1.37
N -7.08 -0.10 -2.90
H -6.56 -2.68 -3.52
H -8.06 -2.60 -2.54
H -6.39 -3.33 -1.96
H -6.79 -0.94 -1.00
H -4.75 -0.05 -1.91
H -4.82 -1.36 -3.20
H -2.30 -2.40 -0.76
H -2.93 -0.83 -0.74
H -2.32 -1.48 -2.26
H -7.74 0.47 -2.37
H -7.58 -0.41 -3.72
C -1.06 -6.32 -5.14
C 0.19 -5.62 -4.47
C 0.40 -6.10 -3.06
O 1.65 -5.57 -2.64
C 1.91 -5.87 -1.32
N 1.33 -5.87 -5.36
H -1.20 -6.23 -6.21
H -1.96 -6.01 -4.62
H -1.08 -7.41 -5.10
H 0.14 -4.56 -4.26
H 0.53 -7.18 -3.14
H -0.39 -5.80 -2.37
H 2.28 -5.01 -0.77
H 2.78 -6.52 -1.24
H 1.13 -6.32 -0.71
H 2.12 -5.24 -5.32
H 1.00 -5.63 -6.28
*
```

Which formula does entry 1 have? C4H9N3O2